i:
{
  "formula": "C3H4NO3",
  "method": "ωB97M-V/def2-TZVPD",
  "multiplicity": 1,
  "total_charge": -1,
  "lumo_energy_ha": [0.142, 0.142],
  "orbital_gap_ha": [0.28965, 0.27765],
  "homo_energy_ev": [-4.0, -3.7],
  "elements": ["C", "C", "C", "N", "O", "O", "O", "H", "H", "H", "H"],
  "xyz": [[2.172, 0.031, -0.158], [-1.639, 0.443, -0.425], [-0.953, -0.018, 0.744], [1.273, -0.940, 0.483], [3.138, -0.735, -0.299], [1.923, 1.201, -0.440], [-2.241, -0.447, 0.499], [-2.257, 1.380, -0.497], [-1.502, 0.215, -1.486], [-0.785, 0.560, 1.654], [0.870, -1.689, -0.075]]
}


ii:
{
  "formula": "C3H4NO3",
  "method": "ωB97M-V/def2-TZVPD",
  "multiplicity": 1,
  "total_charge": -1,
  "lumo_energy_ha": 0.151,
  "orbital_gap_ha": 0.32674,
  "homo_energy_ev": -4.8,
  "smiles": "CO[C@@H]([O-])N=C=O",
  "elements": ["C", "O", "C", "O", "N", "C", "O", "H", "H", "H", "H"],
  "xyz": [[-1.666, 0.604, -0.401], [-1.203, -0.087, 0.797], [0.100, -0.933, 0.533], [0.023, -1.758, -0.379], [1.391, 0.326, 0.251], [2.566, 0.320, 0.010], [3.722, 0.394, -0.286], [-0.962, 1.524, -0.538], [-2.611, 1.044, -0.279], [-1.644, -0.108, -1.309], [0.284, -1.325, 1.600]]
}


iii:
{
  "formula": "C3H4NO3",
  "method": "ωB97M-V/def2-TZVPD",
  "multiplicity": 1,
  "total_charge": -1,
  "lumo_energy_ha": 0.136,
  "orbital_gap_ha": 0.23641,
  "homo_energy_ev": -2.7,
  "elements": ["C", "C", "C", "N", "O", "O", "O", "H", "H", "H", "H"],
  "xyz": [[0.524, -1.459, 0.709], [-0.622, -2.360, 0.499], [-0.313, 2.567, -0.937], [0.276, 2.084, 0.117], [-1.329, -3.015, -0.205], [1.234, 1.234, -0.049], [-0.446, -1.871, 1.676], [0.509, -0.378, 0.257], [1.359, -2.051, 0.733], [-1.144, 3.193, -0.896], [-0.048, 2.056, -1.904]]
}


The structure with the most favorable energy is ii; the runner-up is 335.9 kJ/mol above it.


i:
{
  "formula": "C10H11NO",
  "method": "ωB97M-V/def2-TZVPD",
  "multiplicity": 1,
  "lumo_energy_ha": 0.021,
  "orbital_gap_ha": 0.35661,
  "homo_energy_ev": -9.1,
  "smiles": "C[C@@H]1Cc2ccccc2C(=O)N1",
  "elements": ["C", "C", "C", "C", "C", "C", "C", "C", "C", "C", "O", "N", "H", "H", "H", "H", "H", "H", "H", "H", "H", "H", "H"],
  "xyz": [[-0.895, -2.992, -1.867], [-0.965, -1.689, -1.012], [-0.193, -0.455, -1.661], [0.172, 0.709, -0.601], [-0.022, 1.975, -1.152], [0.090, 3.074, -0.287], [0.645, 2.921, 0.865], [0.599, 1.656, 1.600], [0.324, 0.435, 0.795], [0.189, -1.004, 1.336], [0.721, -1.303, 2.330], [-0.290, -2.007, 0.333], [-0.894, -2.966, -3.159], [-1.322, -3.787, -1.433], [0.293, -3.395, -1.771], [-1.927, -1.470, -0.599], [0.803, -0.776, -1.894], [-0.873, 0.097, -2.579], [-0.250, 2.075, -2.089], [-0.219, 4.169, -0.517], [0.830, 3.889, 1.567], [0.602, 1.790, 2.842], [-0.451, -2.936, 0.550]]
}


ii:
{
  "formula": "C10H11NO",
  "method": "ωB97M-V/def2-TZVPD",
  "multiplicity": 1,
  "lumo_energy_ha": 0.033,
  "orbital_gap_ha": 0.33158,
  "homo_energy_ev": -8.1,
  "elements": ["C", "C", "C", "C", "C", "C", "C", "C", "C", "C", "N", "O", "H", "H", "H", "H", "H", "H", "H", "H", "H", "H", "H"],
  "xyz": [[-2.925, 0.878, 0.076], [-3.211, -0.417, 0.252], [-1.607, 1.380, -0.224], [-2.161, -1.370, 0.129], [-0.563, 0.455, -0.264], [-0.875, -0.932, -0.100], [0.827, 0.561, -0.481], [1.401, -0.909, -0.290], [1.684, 2.102, 0.246], [2.803, -1.200, 0.272], [0.262, -1.683, -0.075], [1.320, -0.174, -1.597], [-3.652, 1.696, -0.158], [-4.243, -0.721, 0.469], [-1.340, 2.432, -0.367], [-2.187, -2.468, 0.354], [1.840, 1.615, 1.192], [0.869, 2.746, 0.324], [2.566, 2.348, -0.424], [3.478, -0.582, -0.273], [2.932, -2.269, 0.149], [2.697, -0.821, 1.291], [0.083, -2.669, -0.501]]
}


The structure with the most favorable energy is ii; the runner-up is 100.1 kJ/mol above it.


i:
{
  "formula": "C7H14N3O",
  "method": "ωB97M-V/def2-TZVPD",
  "multiplicity": 1,
  "total_charge": 1,
  "lumo_energy_ha": -0.123,
  "orbital_gap_ha": 0.27409,
  "homo_energy_ev": -10.8,
  "elements": ["O", "C", "N", "C", "C", "C", "H", "H", "H", "H", "H", "H", "H", "H", "H", "C", "C", "C", "N", "N", "H", "H", "H", "H", "H"],
  "xyz": [[-0.196, 0.146, 1.912], [0.025, 1.152, 2.584], [-0.080, 1.152, 3.951], [0.448, 2.450, 1.923], [0.013, 2.332, 4.786], [-0.550, -0.044, 4.622], [0.516, 2.258, 0.839], [1.433, 2.793, 2.282], [-0.288, 3.254, 2.092], [-0.986, 2.655, 5.122], [0.625, 2.100, 5.674], [0.487, 3.165, 4.240], [-0.517, -0.894, 3.921], [0.096, -0.275, 5.486], [-1.586, 0.077, 4.981], [0.751, -2.628, -6.311], [1.180, -2.216, -5.077], [-1.033, -2.005, -5.139], [-0.614, -2.485, -6.314], [0.057, -1.840, -4.383], [1.304, -3.006, -7.171], [2.181, -2.163, -4.649], [-2.063, -1.790, -4.853], [-1.243, -2.712, -7.105], [0.041, -1.478, -3.413]]
}


ii:
{
  "formula": "C7H14N3O",
  "method": "ωB97M-V/def2-TZVPD",
  "multiplicity": 1,
  "total_charge": 1,
  "lumo_energy_ha": -0.123,
  "orbital_gap_ha": 0.34046,
  "homo_energy_ev": -12.6,
  "smiles": "C[C@@]([NH3+])(CCO)n1ccnc1",
  "elements": ["C", "C", "N", "C", "C", "O", "N", "C", "C", "N", "C", "H", "H", "H", "H", "H", "H", "H", "H", "H", "H", "H", "H", "H", "H"],
  "xyz": [[-0.313, 2.159, 0.113], [-0.358, 0.647, 0.086], [-0.942, 0.152, 1.424], [-1.066, 0.048, -1.161], [-1.306, -1.461, -1.049], [-2.061, -1.689, 0.146], [1.106, 0.267, 0.105], [1.568, -0.880, 0.778], [2.804, -1.260, 0.362], [3.216, -0.241, -0.501], [2.240, 0.539, -0.764], [0.438, 2.409, 0.954], [-1.227, 2.663, 0.216], [0.138, 2.720, -0.809], [-0.266, 0.101, 2.196], [-1.625, 0.737, 1.806], [-1.216, -0.839, 1.176], [-2.039, 0.509, -1.144], [-0.677, 0.264, -2.091], [-1.834, -1.574, -1.972], [-0.504, -2.186, -0.974], [-2.939, -1.254, 0.075], [1.052, -1.450, 1.509], [3.606, -1.876, 0.776], [2.207, 1.496, -1.256]]
}


The structure with the most favorable energy is i; the runner-up is 236.0 kJ/mol above it.


i:
{
  "formula": "H3NOP",
  "method": "ωB97M-V/def2-TZVPD",
  "multiplicity": 1,
  "total_charge": -1,
  "lumo_energy_ha": 0.194,
  "orbital_gap_ha": 0.29464,
  "homo_energy_ev": -2.7,
  "elements": ["N", "O", "P", "H", "H", "H"],
  "xyz": [[0.016, -0.958, -0.500], [-0.385, 0.151, -1.424], [-0.200, 0.508, 0.401], [-0.926, -1.349, -0.229], [0.859, 1.525, 0.168], [0.635, 0.123, 1.584]]
}


ii:
{
  "formula": "H3NOP",
  "method": "ωB97M-V/def2-TZVPD",
  "multiplicity": 1,
  "total_charge": -1,
  "lumo_energy_ha": [0.191, 0.191],
  "orbital_gap_ha": [0.24923, 0.24937],
  "homo_energy_ev": [-1.6, -1.6],
  "elements": ["N", "O", "P", "H", "H", "H"],
  "xyz": [[-0.769, -0.349, -0.101], [-1.889, 0.107, -0.034], [0.680, 0.700, -0.006], [-0.295, -1.077, 1.327], [0.651, 0.975, -1.297], [1.622, -0.356, 0.110]]
}


The structure with the most favorable energy is i; the runner-up is 170.6 kJ/mol above it.


i:
{
  "formula": "C5H9FN2",
  "method": "ωB97M-V/def2-TZVPD",
  "multiplicity": 1,
  "lumo_energy_ha": 0.039,
  "orbital_gap_ha": 0.36199,
  "homo_energy_ev": -8.8,
  "smiles": "C=NN1C[C@@H]1[C@H](C)F",
  "elements": ["C", "N", "N", "C", "C", "C", "C", "F", "H", "H", "H", "H", "H", "H", "H", "H", "H"],
  "xyz": [[-1.163, 1.798, 0.041], [-1.574, 0.619, 0.484], [-1.295, -0.446, -0.328], [-0.840, -1.756, 0.097], [0.036, -0.912, -0.759], [1.310, -0.304, -0.246], [1.341, -0.163, 1.224], [1.515, 1.033, -0.700], [-1.524, 2.672, 0.667], [-0.670, 1.884, -0.916], [-1.325, -2.717, -0.289], [-0.365, -1.845, 1.109], [0.005, -1.160, -1.796], [2.182, -0.934, -0.556], [2.327, 0.210, 1.568], [0.471, 0.484, 1.506], [1.250, -1.070, 1.771]]
}


ii:
{
  "formula": "C5H9FN2",
  "method": "ωB97M-V/def2-TZVPD",
  "multiplicity": 1,
  "lumo_energy_ha": 0.037,
  "orbital_gap_ha": 0.33903,
  "homo_energy_ev": -8.2,
  "smiles": "CCN1C[C@H](F)C=N1",
  "elements": ["C", "C", "N", "C", "C", "F", "C", "N", "H", "H", "H", "H", "H", "H", "H", "H", "H"],
  "xyz": [[2.240, -0.417, -0.874], [1.565, 0.187, 0.440], [0.055, 0.316, 0.560], [-0.940, -0.800, 0.554], [-2.223, -0.017, 0.212], [-3.072, -0.708, -0.626], [-1.702, 1.303, -0.387], [-0.371, 1.191, -0.234], [3.372, -0.258, -0.687], [2.139, -1.628, -0.883], [1.863, -0.002, -1.781], [1.775, -0.438, 1.383], [1.960, 1.297, 0.647], [-0.858, -1.238, 1.525], [-0.768, -1.415, -0.478], [-2.758, 0.328, 1.312], [-2.276, 2.300, -0.682]]
}


The structure with the most favorable energy is i; the runner-up is 57.7 kJ/mol above it.


i:
{
  "formula": "C4H5FN2S",
  "method": "ωB97M-V/def2-TZVPD",
  "multiplicity": 1,
  "lumo_energy_ha": -0.012,
  "orbital_gap_ha": 0.30491,
  "homo_energy_ev": -8.6,
  "smiles": "C=NNC(=S)/C=C/F",
  "elements": ["C", "N", "N", "C", "S", "C", "C", "F", "H", "H", "H", "H", "H"],
  "xyz": [[2.833, 0.232, -0.011], [2.115, -0.822, -0.008], [0.749, -0.780, -0.007], [-0.182, 0.182, 0.012], [0.087, 1.839, -0.005], [-1.537, -0.375, -0.002], [-2.638, 0.386, 0.002], [-3.838, -0.174, -0.010], [2.492, 1.263, 0.050], [3.897, 0.008, -0.025], [0.370, -1.747, 0.026], [-1.700, -1.482, 0.005], [-2.648, 1.469, -0.028]]
}


ii:
{
  "formula": "C4H5FN2S",
  "method": "ωB97M-V/def2-TZVPD",
  "multiplicity": 1,
  "lumo_energy_ha": 0.020,
  "orbital_gap_ha": 0.32051,
  "homo_energy_ev": -8.2,
  "smiles": "FC1=CN/C(=N\\S)C1",
  "elements": ["F", "C", "C", "N", "C", "N", "S", "C", "H", "H", "H", "H", "H"],
  "xyz": [[1.308, -0.214, 2.843], [0.955, -0.346, 1.517], [0.454, -1.477, 0.851], [-0.247, -0.963, -0.360], [-0.161, 0.520, -0.417], [-0.503, 1.131, -1.416], [-0.728, 0.202, -2.936], [0.319, 1.012, 0.841], [0.523, -2.434, 1.109], [-0.486, -1.610, -1.205], [-1.801, 1.252, -3.290], [-0.658, 1.076, 1.733], [1.025, 1.851, 0.730]]
}


The structure with the most favorable energy is i; the runner-up is 166.9 kJ/mol above it.